Entry 1:
C5H12O | ωB97M-V/def2-TZVPD

```
18
C5H12O (ωB97M-V/def2-TZVPD)
C -0.1406 -0.6355 2.7115
O 0.0393 -0.9048 1.3485
C -0.4879 0.1049 0.5242
C -0.1066 -0.2131 -0.9179
C 1.3784 -0.1120 -1.1736
C -0.7593 0.7589 -1.8823
H 0.3711 0.2937 3.0082
H 0.2871 -1.4727 3.2686
H -1.2077 -0.5405 2.9690
H -1.5863 0.1704 0.6559
H -0.0736 1.0912 0.8145
H -0.2375 -1.2811 -1.1108
H 1.8992 -0.6871 -0.3914
H 1.5872 -0.5842 -2.1452
H 1.5969 0.9981 -1.2897
H -1.8256 0.9476 -1.6630
H -0.0543 1.6511 -1.8076
H -0.6797 0.4151 -2.9189
```

Its SMILES is COCC(C)C. The LUMO energy comes out at 1.117 eV. The calculation puts the relative energy (zero: lowest compared OMol25 entry of this formula, charge and spin) at 104.4 kJ/mol. The calculation puts the energy at -272.90890 Ha. The spin multiplicity is 1.

Entry 2:
C5H12O | ωB97M-V/def2-TZVPD

```
18
C5H12O (ωB97M-V/def2-TZVPD)
C 0.6230 0.3187 -1.7587
O 0.9801 -1.1108 -1.7443
C 1.0147 0.8008 -0.3465
C 0.7787 -0.1580 0.7878
C -0.6433 -0.7169 0.9897
C -1.7389 0.3503 1.2735
H 1.1883 0.6998 -2.5917
H -0.4680 0.3631 -1.8215
H 0.6547 -1.4995 -2.5545
H 2.0450 1.1673 -0.3882
H 0.4574 1.7349 -0.1707
H 1.4685 -0.9980 0.6614
H 1.2146 0.1507 1.7444
H -1.0058 -1.3238 0.1571
H -0.4941 -1.5104 1.7360
H -2.5121 0.3046 0.5087
H -1.3351 1.3629 1.3067
H -2.2276 0.0645 2.2105
```

Its SMILES is CCCCCO. The LUMO energy comes out at 0.965 eV. The calculation puts the relative energy (zero: lowest compared OMol25 entry of this formula, charge and spin) at 99.0 kJ/mol. The calculation puts the energy at -272.91094 Ha. The spin multiplicity is 1.

Entry 3:
C5H12O | ωB97M-V/def2-TZVPD

```
18
C5H12O (ωB97M-V/def2-TZVPD)
C -2.3013 -0.6524 -1.2866
C -1.7695 0.4078 -0.3190
C -0.3814 0.0964 0.1399
O 0.4461 1.1021 0.2547
C 1.7398 0.9357 0.5053
C 2.1682 -0.1529 1.4359
H -3.3287 -0.4261 -1.5898
H -2.3002 -1.6454 -0.8228
H -1.6756 -0.7033 -2.1832
H -2.4534 0.4853 0.5405
H -1.7568 1.3913 -0.8012
H -0.1735 -0.7996 0.7195
H 0.9908 -0.5141 -1.1705
H 2.2528 1.8913 0.5200
H 1.6810 -0.1108 -1.0074
H 3.2294 -0.0315 1.6671
H 2.0295 -1.1565 1.0141
H 1.6030 -0.1173 2.3835
```

The LUMO energy comes out at 1.156 eV. The calculation puts the relative energy (zero: lowest compared OMol25 entry of this formula, charge and spin) at 413.6 kJ/mol. The calculation puts the energy at -272.79114 Ha. The spin multiplicity is 1.

Looking at HOMO level for the records above, in order, we have -0.36214, -0.37574, -0.26800 hartree.